(1)
This record from OMol25 describes the ion C4H12N2O2P with charge -1. The level of theory is ωB97M-V/def2-TZVPD.

Summary:
Net charge   -1
Total energy   -760.95574 hartree
Orbital gap   7.78 eV

Each line ends with the natural charge from an NBO analysis.
Positions of all 21 atoms, in Å:
C: -1.533 -1.103 -0.973  -0.3867
C: -2.345 0.422 0.639  -0.4352
C: 2.584 0.371 -0.524  -0.3943
C: 1.222 -0.704 1.121  -0.4229
N: -1.287 -0.081 -0.114  -0.7946
N: 1.309 -0.174 -0.177  -0.7657
O: 0.009 2.393 0.809  -1.1503
O: 0.061 1.469 -1.943  -1.1355
P: -0.018 1.004 -0.549  2.2509
H: -0.555 -1.350 -1.400  0.2313
H: -2.011 -1.949 -0.416  0.1568
H: -2.454 -0.932 -1.739  0.1291
H: -1.909 1.066 1.490  0.2556
H: -2.836 1.101 -0.037  0.1880
H: -2.798 -0.442 1.131  0.1747
H: 3.402 -0.452 -0.731  0.1409
H: 2.574 1.004 -1.361  0.2209
H: 3.095 0.881 0.289  0.1687
H: 1.127 0.054 1.990  0.1899
H: 0.265 -1.201 1.150  0.2087
H: 2.099 -1.378 1.345  0.1699



(2)
This record from OMol25 describes a structure of composition C16H17F5N7OPdSTe. The level of theory is ωB97M-V/def2-TZVPD.

Summary:
Net charge   -1
Total energy   -2371.95060 hartree
Orbital gap   5.80 eV

Each line ends with the natural charge from an NBO analysis.
Positions of all 49 atoms, in Å:
Pd: 0.176 1.491 0.038  0.8226
N: -2.414 -0.613 2.692  -0.5993
C: -1.245 -0.073 2.085  0.4723
N: -1.363 0.442 0.825  -0.5887
C: -2.471 0.293 0.069  0.4672
N: -2.467 0.782 -1.149  -0.3932
N: -1.328 1.404 -1.341  -0.1662
C: -1.002 1.806 -2.550  -0.0244
C: 0.334 2.303 -2.677  0.1764
C: 0.925 2.761 -3.881  -0.2409
C: 2.206 3.292 -3.838  -0.1591
C: 2.903 3.412 -2.620  -0.2807
C: 2.294 2.876 -1.492  0.0834
N: 1.100 2.267 -1.553  -0.4160
C: -3.525 -0.560 0.550  -0.1715
C: -4.474 -1.064 -0.348  -0.1200
C: -5.389 -2.021 0.065  -0.2676
C: -5.281 -2.535 1.375  -0.1728
C: -4.340 -2.029 2.263  -0.2645
C: -3.418 -1.058 1.842  0.2257
H: -2.197 -1.206 3.499  0.4015
H: -0.632 0.577 2.743  0.2033
H: -1.694 1.737 -3.381  0.1977
H: 0.350 2.724 -4.803  0.2160
H: 2.645 3.612 -4.765  0.2082
H: 3.872 3.888 -2.544  0.2196
H: 2.712 2.893 -0.485  0.2474
H: -4.419 -0.652 -1.346  0.2385
H: -6.085 -2.422 -0.643  0.2089
H: -5.940 -3.334 1.708  0.2069
H: -4.202 -2.463 3.254  0.2044
F: -0.318 -1.329 2.008  -0.4996
Te: 1.316 -2.086 -0.581  2.5864
F: 0.481 -3.673 -1.437  -0.7150
F: 3.207 -2.641 -0.399  -0.7272
F: -0.336 -0.937 -0.934  -0.7399
F: 1.839 -1.292 -2.230  -0.6423
O: 2.018 0.050 -0.030  -0.9697
C: 3.431 -1.840 2.578  -0.4073
N: 2.518 -0.822 2.074  -0.7127
C: 2.754 0.223 1.165  0.4904
N: 4.187 0.229 0.941  -0.8994
S: 1.770 1.774 1.650  -0.4106
H: 2.868 -2.373 3.336  0.1833
H: 4.347 -1.400 2.989  0.1821
H: 3.654 -2.531 1.769  0.2035
H: 1.677 -0.692 2.627  0.3970
H: 4.414 -0.359 0.134  0.3853
H: 4.541 1.167 0.750  0.3607



(3)
This record from OMol25 describes a structure of composition H2P2S. The level of theory is ωB97M-V/def2-TZVPD.

Summary:
Total energy   -1081.98165 hartree
Orbital gap (alpha / beta)   6.47 / 6.85 eV

Each line ends with the natural charge from an NBO analysis.
Positions of all 5 atoms, in Å:
P: -0.157 0.506 -0.052  0.2944
P: 1.864 -0.578 -0.014  0.0211
S: -1.551 -0.894 -0.001  -0.4072
H: -0.803 2.101 -0.247  0.1074
H: 0.948 -1.606 0.248  -0.0157



(4)
This record from OMol25 describes an isolated molecule of C7H12. The level of theory is ωB97M-V/def2-TZVPD.

Summary:
Total energy   -273.85869 hartree
Orbital gap   10.40 eV

Each line ends with the natural charge from an NBO analysis.
Positions of all 19 atoms, in Å:
C: -3.015 0.080 0.311  -0.6038
C: -1.760 -0.282 -0.477  -0.3930
C: -0.722 0.839 -0.473  -0.3809
C: 0.549 0.471 -1.275  -0.4700
C: 1.641 0.017 -0.412  -0.0245
C: 2.485 -0.383 0.348  -0.0115
C: 3.442 -0.931 1.306  -0.6791
H: -2.783 0.253 1.369  0.2029
H: -3.469 0.998 -0.082  0.2006
H: -3.766 -0.715 0.257  0.2099
H: -1.309 -1.198 -0.072  0.2002
H: -2.030 -0.505 -1.518  0.1917
H: -0.445 1.084 0.561  0.2087
H: -1.177 1.745 -0.893  0.1983
H: 0.313 -0.339 -1.981  0.2253
H: 0.888 1.317 -1.887  0.2299
H: 4.116 -0.165 1.705  0.2312
H: 4.051 -1.714 0.842  0.2319
H: 2.901 -1.367 2.152  0.2322



(5)
This record from OMol25 describes a structure of composition C2H5N3O3. The level of theory is ωB97M-V/def2-TZVPD.

Summary:
Total energy   -468.88401 hartree
Orbital gap   8.48 eV

Each line ends with the natural charge from an NBO analysis.
Positions of all 13 atoms, in Å:
C: -0.399 -0.029 -0.134  0.0614
C: 0.890 -0.533 -0.270  0.7820
H: -3.192 -1.203 -0.652  0.3859
H: -2.552 0.813 -0.391  0.3674
H: -1.075 1.557 1.186  0.4082
H: 1.512 1.216 -0.019  0.4841
H: 0.625 -2.355 0.791  0.4792
N: -2.537 -0.375 0.090  -0.5815
N: -1.383 -0.919 -0.195  -0.2004
N: -0.603 1.301 -0.001  -0.3613
O: 0.733 2.102 0.355  -0.5857
O: 1.482 -1.685 0.617  -0.6900
O: 1.959 -0.005 -0.691  -0.5494



(6)
This record from OMol25 describes a cluster of 2 separate species, C2H8NO in total. The level of theory is ωB97M-V/def2-TZVPD.

Summary:
Net charge   -1
Total energy   -210.93872 hartree
Orbital gap   6.64 eV

Each line ends with the natural charge from an NBO analysis.
Positions of all 12 atoms, in Å:
O: 0.655 -2.866 -0.060  -1.2625
H: 0.246 -3.030 0.800  0.3989
C: 0.003 -0.374 -0.834  -0.5381
N: -0.530 0.294 0.366  -0.6553
C: -0.227 1.700 0.492  -0.4014
H: -0.760 -0.571 -1.602  0.1451
H: 0.801 0.212 -1.326  0.1207
H: 0.460 -1.463 -0.509  0.3486
H: -0.176 -0.238 1.136  0.3530
H: 0.573 1.938 1.207  0.1558
H: -1.092 2.303 0.821  0.1535
H: 0.048 2.094 -0.490  0.1817



(7)
This record from OMol25 describes an isolated molecule of C7H9NO2. The level of theory is ωB97M-V/def2-TZVPD.

Summary:
Total energy   -477.31032 hartree
Orbital gap   8.23 eV

Each line ends with the natural charge from an NBO analysis.
Positions of all 19 atoms, in Å:
C: -2.607 -0.622 0.374  -0.4140
C: -0.547 -1.710 -0.224  0.0440
C: 0.801 -1.801 -0.158  -0.3733
C: 1.612 -0.518 -0.058  0.4590
C: 0.754 0.695 -0.068  0.1763
C: -0.579 0.670 -0.082  0.1095
C: -1.511 1.834 -0.273  -0.6583
H: -2.884 0.166 1.080  0.2190
H: -3.264 -0.672 -0.513  0.2020
H: -2.748 -1.560 0.963  0.2168
H: -1.284 -2.440 -0.519  0.2056
H: 1.331 -2.733 0.026  0.2344
H: 1.014 2.389 0.792  0.4820
H: -0.998 2.769 -0.645  0.2414
H: -2.266 1.554 -1.031  0.2293
H: -2.027 2.053 0.653  0.2152
N: -1.199 -0.555 0.002  -0.3657
O: 2.795 -0.378 0.172  -0.5802
O: 1.452 1.762 0.092  -0.6430



(8)
This record from OMol25 describes an isolated molecule of C18H24N4O3S. The level of theory is ωB97M-V/def2-TZVPD.

Summary:
Total energy   -1543.25657 hartree
Orbital gap   9.65 eV

Each line ends with the natural charge from an NBO analysis.
Positions of all 50 atoms, in Å:
C: 3.234 -2.426 2.529  -0.4300
N: 2.988 -1.775 1.265  -0.6624
S: 2.311 -2.644 0.024  2.3396
O: 2.694 -1.991 -1.192  -0.9328
O: 2.646 -4.024 0.225  -0.9393
C: 0.556 -2.482 0.160  -0.2522
C: -0.348 -1.656 -0.454  -0.0391
N: -1.577 -1.846 0.086  -0.4761
C: -1.429 -2.761 1.007  0.1978
N: -0.152 -3.188 1.087  -0.4908
H: 0.250 -3.863 1.717  0.4352
H: -2.220 -3.134 1.625  0.2022
H: -0.184 -0.967 -1.256  0.2271
C: 2.644 -0.378 1.245  -0.3395
C: 1.283 -0.090 1.893  0.6846
O: 0.703 -0.950 2.539  -0.6666
N: 0.783 1.149 1.744  -0.4355
C: 1.325 2.203 0.919  -0.2090
H: 2.366 2.007 0.669  0.2116
C: 0.480 2.353 -0.347  -0.4108
C: -0.973 2.658 0.023  -0.2063
C: -1.494 1.577 0.973  -0.4234
C: -0.572 1.430 2.183  -0.2222
H: -0.897 0.603 2.815  0.2468
H: -0.560 2.353 2.772  0.1862
H: -2.495 1.836 1.321  0.2102
H: -1.551 0.620 0.454  0.2356
H: -0.995 3.620 0.551  0.1961
C: -1.864 2.801 -1.226  -0.4064
C: -1.907 1.560 -2.074  -0.0421
C: -2.865 0.579 -1.850  -0.1619
C: -2.886 -0.577 -2.610  -0.1960
C: -1.948 -0.768 -3.609  -0.2276
C: -0.997 0.209 -3.852  -0.2128
C: -0.981 1.365 -3.092  -0.2245
H: -0.242 2.128 -3.296  0.2075
H: -0.265 0.071 -4.635  0.2150
H: -1.957 -1.672 -4.199  0.2152
H: -3.632 -1.331 -2.415  0.2155
H: -3.604 0.720 -1.075  0.2041
H: -2.875 3.052 -0.898  0.2126
H: -1.485 3.635 -1.823  0.2101
H: 0.889 3.155 -0.963  0.2105
H: 0.526 1.423 -0.915  0.2138
H: 1.284 3.133 1.500  0.1942
H: 3.427 0.189 1.760  0.2299
H: 2.629 -0.105 0.188  0.2530
H: 3.383 -3.480 2.310  0.2380
H: 2.404 -2.301 3.228  0.2155
H: 4.146 -2.018 2.968  0.1996